{
  "formula": "C30H31IrNOP2",
  "method": "wB97M-V/def2-TZVPD",
  "e_homo_ev": [-11.21, -14.07],
  "max_force_ev_per_a": 4.7,
  "homo_lumo_gap_ev": [5.9, 4.2],
  "spin_multiplicity": 6,
  "e_tot_ev": -56549.348,
  "total_charge": 2,
  "elements": ["C", "C", "C", "C", "C", "C", "C", "C", "C", "C", "C", "C", "C", "H", "H", "H", "H", "H", "H", "H", "N", "Ir", "C", "H", "H", "C", "H", "H", "P", "P", "C", "H", "H", "H", "C", "H", "H", "H", "C", "H", "H", "H", "C", "H", "H", "H", "C", "O", "H", "C", "C", "C", "C", "C", "C", "C", "C", "C", "C", "H", "H", "H", "H", "H", "H", "H"],
  "positions_angstrom": [[-4.035, 0.160, -2.221], [-2.776, 0.565, -1.786], [-2.513, 0.638, -0.378], [-3.448, 0.150, 0.575], [-4.700, -0.197, 0.085], [-4.982, -0.233, -1.283], [-3.207, 0.263, 2.065], [-2.311, 1.458, 2.298], [-1.442, 1.964, 1.292], [-0.666, 3.158, 1.479], [-0.846, 3.887, 2.653], [-1.737, 3.425, 3.613], [-2.497, 2.269, 3.406], [-4.257, 0.084, -3.293], [-5.448, -0.473, 0.821], [-5.927, -0.647, -1.618], [-4.191, 0.418, 2.582], [-0.230, 4.769, 2.859], [-1.817, 3.939, 4.566], [-3.237, 1.942, 4.126], [-1.336, 1.236, 0.091], [0.450, 0.257, -0.196], [-1.677, 0.787, -2.788], [-1.285, 1.816, -2.829], [-1.947, 0.477, -3.810], [0.424, 3.574, 0.522], [0.051, 3.866, -0.472], [1.024, 4.426, 0.892], [-0.285, -0.326, -2.272], [1.567, 2.142, 0.259], [2.543, 2.087, 1.795], [3.116, 1.154, 1.825], [3.241, 2.931, 1.859], [1.893, 2.104, 2.679], [2.652, 2.594, -1.098], [2.841, 3.674, -1.116], [3.602, 2.063, -1.002], [2.176, 2.290, -2.036], [-1.010, -1.991, -2.206], [-1.216, -2.314, -3.237], [-0.301, -2.669, -1.713], [-1.943, -1.968, -1.624], [0.974, -0.222, -3.538], [1.720, -1.000, -3.338], [0.487, -0.378, -4.509], [1.451, 0.766, -3.495], [0.558, -0.178, 1.618], [0.524, -0.419, 2.759], [-2.913, -0.683, 2.563], [1.868, -5.211, 1.277], [0.706, -4.427, 1.363], [0.692, -3.125, 0.854], [1.836, -2.546, 0.248], [1.939, -1.224, -0.309], [3.056, -0.814, -0.995], [4.168, -1.656, -1.156], [4.150, -2.916, -0.587], [3.007, -3.387, 0.106], [2.997, -4.696, 0.641], [1.877, -6.226, 1.679], [-0.184, -4.845, 1.852], [-0.238, -2.559, 0.908], [3.066, 0.172, -1.450], [5.033, -1.290, -1.713], [5.009, -3.578, -0.686], [3.899, -5.312, 0.541]],
  "mulliken_spin": [-0.05, 0.07, 0.02, 0.09, -0.04, 0.11, 0.00, 0.08, 0.03, 0.08, -0.05, 0.09, -0.04, 0.00, 0.00, 0.00, 0.01, 0.00, 0.00, 0.00, 0.47, 0.59, 0.02, 0.00, 0.00, 0.04, 0.01, 0.01, 0.03, 0.13, 0.00, 0.00, 0.00, 0.00, 0.01, 0.00, 0.00, 0.00, 0.05, 0.00, 0.00, -0.01, 0.04, 0.00, 0.00, -0.01, 0.13, 0.03, 0.02, 0.13, 0.40, 0.36, 0.38, 0.29, 0.24, 0.13, 0.37, 0.08, 0.40, 0.01, 0.00, 0.12, 0.10, 0.01, 0.00, 0.01]
}



{
  "formula": "C7H18N3",
  "method": "wB97M-V/def2-TZVPD",
  "e_homo_ev": -13.42,
  "max_force_ev_per_a": 2.4,
  "homo_lumo_gap_ev": 8.9,
  "e_tot_ev": -12012.092,
  "de_lowest_kj_mol": 411.40,
  "total_charge": 1,
  "elements": ["C", "C", "C", "C", "C", "C", "C", "N", "N", "N", "H", "H", "H", "H", "H", "H", "H", "H", "H", "H", "H", "H", "H", "H", "H", "H", "H", "H"],
  "positions_angstrom": [[-0.321, -2.446, 0.336], [-1.009, -1.152, 0.921], [-0.665, 2.865, 1.048], [0.965, -0.956, -1.939], [2.283, -0.092, -0.094], [-1.722, 1.958, 0.442], [-1.081, 0.846, -0.433], [1.052, -2.116, 0.132], [-0.364, 0.000, 0.432], [1.170, -0.915, -0.508], [-0.415, -3.293, 1.012], [-0.795, -2.700, -0.613], [-2.072, -1.197, 0.656], [-0.885, -1.182, 2.007], [-0.119, 3.398, 0.272], [-1.134, 3.599, 1.697], [0.041, 2.285, 1.637], [0.499, -0.032, -2.282], [1.924, -1.063, -2.450], [0.328, -1.793, -2.215], [3.235, -0.561, -0.355], [2.217, 0.873, -0.590], [2.238, 0.074, 0.982], [-2.389, 2.527, -0.205], [-2.318, 1.494, 1.229], [-1.863, 0.336, -1.015], [-0.388, 1.366, -1.100], [1.589, -2.124, 0.997]],
  "lowdin_charge": [-0.11, -0.16, -0.10, 0.01, 0.00, -0.21, -0.25, 0.02, 0.04, -0.25, 0.14, 0.12, 0.13, 0.13, 0.08, 0.08, 0.07, 0.09, 0.12, 0.10, 0.12, 0.11, 0.11, 0.12, 0.11, 0.13, 0.11, 0.16]
}



{
  "formula": "C35H58OP2Ru",
  "method": "wB97M-V/def2-TZVPD",
  "e_homo_ev": [-11.42, -12.87],
  "max_force_ev_per_a": 3.2,
  "homo_lumo_gap_ev": [5.4, 2.5],
  "spin_multiplicity": 5,
  "e_tot_ev": -60425.672,
  "total_charge": 2,
  "elements": ["Ru", "C", "C", "C", "C", "C", "C", "H", "H", "H", "C", "H", "H", "H", "C", "H", "H", "H", "C", "H", "H", "H", "C", "H", "H", "H", "C", "C", "C", "C", "C", "C", "C", "C", "H", "H", "H", "H", "H", "H", "H", "H", "H", "H", "H", "H", "P", "C", "C", "P", "C", "C", "C", "H", "H", "H", "H", "H", "H", "H", "H", "H", "H", "H", "H", "H", "H", "C", "C", "C", "C", "C", "C", "C", "C", "C", "C", "C", "C", "O", "H", "H", "H", "H", "H", "H", "H", "H", "H", "H", "H", "H", "H", "H", "H", "H", "H"],
  "positions_angstrom": [[-0.229, -0.542, -0.212], [-1.337, 0.627, -1.694], [-2.192, -0.230, -0.885], [-1.353, 1.463, 0.478], [-0.844, 1.672, -0.844], [-2.158, 0.276, 0.477], [-1.077, 0.483, -3.142], [-1.247, -0.551, -3.451], [-0.041, 0.758, -3.375], [-1.738, 1.133, -3.729], [0.075, 2.772, -1.219], [0.278, 2.791, -2.296], [1.029, 2.662, -0.683], [-0.347, 3.742, -0.922], [-1.030, 2.323, 1.637], [-1.273, 3.373, 1.416], [0.052, 2.283, 1.837], [-1.562, 2.019, 2.546], [-2.876, -0.294, 1.641], [-3.816, 0.243, 1.826], [-2.261, -0.220, 2.546], [-3.112, -1.344, 1.457], [-3.039, -1.336, -1.379], [-4.047, -0.980, -1.638], [-3.144, -2.112, -0.612], [-2.599, -1.783, -2.278], [3.677, -5.404, -1.747], [2.661, -5.636, -2.590], [1.764, -6.840, -2.599], [1.523, -7.534, -1.233], [1.183, -6.622, -0.094], [2.056, -6.039, 0.742], [3.551, -6.181, 0.704], [4.186, -6.347, -0.699], [2.157, -7.601, -3.297], [2.384, -8.172, -0.998], [0.792, -6.540, -3.021], [4.085, -7.392, -1.018], [4.275, -4.491, -1.857], [2.507, -4.958, -3.439], [5.269, -6.165, -0.583], [3.992, -5.297, 1.190], [1.680, -5.467, 1.601], [3.871, -7.040, 1.321], [0.667, -8.216, -1.375], [0.107, -6.513, 0.083], [1.320, -1.722, -1.354], [2.798, -0.967, -2.032], [0.594, -2.867, -2.550], [0.276, -2.193, 1.254], [1.715, -2.687, 0.182], [-0.900, -3.570, 1.282], [0.813, -1.799, 2.922], [3.071, -0.091, -1.431], [2.581, -0.637, -3.059], [3.634, -1.681, -2.046], [1.152, -3.810, -2.562], [0.628, -2.403, -3.546], [-0.457, -3.066, -2.296], [1.385, -2.631, 3.358], [-0.079, -1.608, 3.535], [1.430, -0.890, 2.914], [2.663, -2.347, 0.622], [1.749, -3.773, 0.007], [-1.583, -3.424, 2.132], [-0.376, -4.531, 1.381], [-1.496, -3.572, 0.357], [3.831, 0.652, 3.600], [4.558, 1.161, 2.352], [4.147, 0.389, 1.094], [4.369, 2.665, 2.205], [5.362, 3.566, 2.522], [5.141, 4.946, 2.443], [3.896, 5.438, 2.040], [2.865, 4.580, 1.709], [1.489, 5.059, 1.280], [0.732, 5.699, 2.441], [1.557, 5.956, 0.049], [3.070, 3.148, 1.788], [2.141, 2.332, 1.503], [2.763, 0.887, 3.552], [4.239, 1.153, 4.485], [3.957, -0.426, 3.726], [5.630, 0.996, 2.497], [3.078, 0.520, 0.902], [4.683, 0.781, 0.220], [4.383, -0.676, 1.190], [6.340, 3.192, 2.839], [5.937, 5.644, 2.692], [3.712, 6.519, 1.985], [0.964, 4.139, 1.004], [1.310, 6.526, 2.879], [-0.235, 6.077, 2.093], [0.559, 4.945, 3.222], [1.960, 5.382, -0.797], [0.554, 6.306, -0.212], [2.212, 6.820, 0.228]],
  "mulliken_spin": [1.34, -0.01, 0.26, 0.24, 0.01, -0.12, 0.01, 0.00, 0.00, 0.00, -0.03, 0.00, 0.02, 0.01, -0.01, 0.01, 0.01, 0.00, 0.01, 0.00, -0.01, 0.00, 0.08, 0.01, -0.01, -0.01, 0.00, 0.00, 0.00, 0.00, 0.00, 0.00, 0.00, 0.00, 0.00, 0.00, 0.00, 0.00, 0.00, 0.00, 0.00, 0.00, 0.00, 0.00, 0.00, 0.00, -0.07, 0.01, 0.02, -0.05, 0.15, 0.03, -0.01, -0.01, 0.00, 0.00, 0.02, 0.01, -0.02, 0.01, 0.01, 0.00, 0.02, 0.04, 0.01, 0.00, -0.02, 0.07, 0.07, -0.06, -0.02, 0.29, 0.15, 0.41, -0.16, 0.02, 0.07, 0.06, 0.57, 0.49, -0.01, 0.00, 0.00, 0.00, 0.11, 0.00, 0.00, 0.00, 0.01, 0.00, -0.01, 0.00, 0.01, -0.01, -0.01, 0.01, 0.00]
}